{
  "formula": "C19H33ClN3O5Ti",
  "method": "wB97M-V/def2-TZVPD",
  "s_squared": 3.755,
  "orbital_gap_ha": [0.1418, 0.2892],
  "charge": 0,
  "homo_energy_ev": [-3.41, -7.46],
  "spin_multiplicity": 4,
  "species": ["Ti", "Cl", "O", "O", "O", "O", "O", "N", "N", "N", "C", "C", "C", "C", "C", "C", "C", "C", "C", "C", "C", "C", "C", "C", "C", "C", "C", "C", "C", "H", "H", "H", "H", "H", "H", "H", "H", "H", "H", "H", "H", "H", "H", "H", "H", "H", "H", "H", "H", "H", "H", "H", "H", "H", "H", "H", "H", "H", "H", "H", "H", "H"],
  "xyz": [[-0.516, 0.786, 0.772], [-1.184, 2.419, 2.828], [-1.761, -3.490, 2.108], [-0.647, -1.511, 2.116], [-2.940, 0.256, 0.089], [-5.126, 0.037, -0.308], [-3.810, 1.046, -1.828], [1.905, 0.929, 0.587], [-0.061, -0.899, -1.062], [-1.184, 2.667, -0.669], [-6.023, 0.582, -1.286], [-1.018, 3.671, -0.137], [0.572, 5.526, 0.083], [-5.085, 0.940, -2.460], [1.570, -3.907, -1.708], [3.026, 0.859, 0.368], [-0.762, 4.939, 0.526], [1.609, -2.487, -2.273], [0.653, -4.866, -2.491], [0.684, -1.581, -1.596], [-3.862, 0.434, -0.613], [-0.702, -2.697, 2.300], [4.444, 0.760, 0.095], [-2.838, -3.345, -0.063], [5.275, 1.219, 1.293], [-2.908, -2.990, 1.401], [1.738, 4.626, 0.460], [0.432, -3.463, 2.943], [5.159, 2.732, 1.492], [4.146, 3.055, 1.726], [5.490, 3.275, 0.600], [-1.612, 5.600, 0.321], [6.320, 0.956, 1.143], [4.708, 1.377, -0.769], [-6.518, 1.453, -0.860], [-3.776, -3.424, 1.898], [4.690, -0.266, -0.191], [0.334, -4.414, -3.429], [2.584, -4.306, -1.621], [1.516, -2.489, -3.358], [0.149, -4.508, 3.059], [-3.006, -1.915, 1.549], [-0.828, 4.754, 1.604], [-5.066, 0.190, -3.251], [4.880, 0.744, 2.192], [0.622, -2.988, 3.900], [1.298, -3.461, 2.285], [-2.116, -2.712, -0.569], [5.821, 3.059, 2.296], [-6.751, -0.171, -1.574], [2.663, 5.190, 0.281], [-2.631, -4.404, -0.206], [1.791, 3.699, -0.104], [-0.260, -5.070, -1.934], [2.590, -2.002, -2.118], [0.546, 5.500, -1.013], [-3.815, -3.096, -0.483], [1.759, 4.392, 1.528], [1.273, -3.868, -0.657], [-5.333, 1.898, -2.914], [0.712, 6.549, 0.414], [1.182, -5.788, -2.715]],
  "forces_ev_per_a": [[0.45, -0.34, -0.31], [0.18, -0.40, -0.42], [0.00, -0.13, -0.29], [-0.32, 0.41, -0.74], [1.33, -0.27, 1.07], [0.08, 0.21, -0.47], [-0.23, -0.40, 0.38], [-2.03, -0.02, 0.39], [-0.55, 1.20, 1.21], [0.09, -0.20, -0.16], [0.35, -0.11, -0.45], [0.02, -0.08, 0.24], [-0.05, -1.04, -0.92], [-0.36, 0.34, 0.35], [0.11, -0.38, 0.50], [0.57, -0.04, -0.35], [-0.61, 0.47, 0.51], [1.04, 0.61, 0.38], [0.09, 0.45, 0.20], [0.06, -0.87, -1.15], [-1.00, 0.37, -1.03], [0.42, -0.09, 0.80], [0.63, -0.10, -0.20], [-0.45, 0.37, 0.15], [-0.43, 0.64, 0.21], [-0.27, 0.48, 0.38], [0.89, 0.71, 0.65], [-0.52, -0.47, -0.48], [0.46, 0.16, -0.07], [-0.05, -0.11, 0.00], [-0.10, -0.10, -0.02], [0.16, 0.01, -0.22], [0.03, -0.19, 0.05], [-0.18, 0.04, -0.04], [-0.01, 0.02, -0.01], [0.14, -0.30, -0.07], [-0.10, -0.05, 0.12], [0.10, -0.05, -0.12], [0.03, 0.05, -0.49], [-0.48, 0.12, -0.01], [-0.03, 0.07, 0.27], [0.27, 0.06, -0.10], [0.22, -0.23, -0.07], [0.13, -0.17, 0.16], [0.29, -0.26, 0.01], [0.34, -0.05, 0.02], [0.16, 0.39, 0.16], [0.30, -0.09, -0.08], [-0.14, -0.04, 0.08], [-0.05, -0.03, 0.17], [-0.02, -0.22, -0.14], [0.03, 0.00, -0.09], [-0.24, -0.07, -0.03], [0.03, -0.21, 0.02], [-0.09, -0.40, 0.10], [0.02, 0.57, 0.02], [0.01, -0.18, -0.16], [-0.24, -0.14, -0.06], [-0.22, 0.12, -0.10], [0.05, 0.01, 0.08], [-0.11, 0.08, 0.19], [-0.19, -0.16, 0.01]],
  "nbo_charge": [0.7623, -0.8180, -0.5091, -0.5970, -0.5706, -0.4874, -0.4726, -0.3737, -0.3612, -0.4230, -0.0978, 0.4071, -0.3794, -0.0964, -0.3936, 0.2856, -0.5414, -0.5074, -0.6140, 0.3117, 0.9925, 0.8105, -0.5061, -0.6367, -0.3799, -0.0836, -0.6181, -0.7103, -0.6127, 0.2235, 0.1980, 0.2429, 0.2063, 0.2384, 0.1921, 0.1858, 0.2381, 0.2046, 0.2117, 0.2454, 0.2252, 0.2211, 0.3011, 0.1843, 0.2135, 0.2468, 0.2294, 0.2263, 0.2158, 0.1982, 0.2021, 0.2081, 0.2209, 0.2175, 0.2462, 0.1979, 0.2140, 0.2205, 0.2153, 0.2005, 0.2117, 0.2174]
}